Computed, not measured: a molecular structure, C42H41Cl5N4OPdTe in a non-equilibrium geometry, with ωB97M-V/def2-TZVPD.

Structure (ORCA input):
```
! wB97M-V def2-TZVPD RIJCOSX def2/J DEFGRID3
* xyz 1 2
Pd 2.51941 1.35708 1.86848
C 0.93494 -2.48542 2.90556
C 2.01669 -2.99327 3.59967
C 3.06219 -2.14824 3.95162
C 2.99387 -0.82092 3.57898
N 1.95587 -0.34307 2.86269
C 0.94662 -1.14771 2.54277
C 3.99915 0.21624 3.95207
C 5.14161 -0.03694 4.68103
C 5.94952 1.03218 5.05131
C 5.59289 2.31290 4.67381
C 4.44548 2.48973 3.91510
N 3.67517 1.46594 3.55823
H 0.09400 -3.10713 2.63214
H 2.04995 -4.03803 3.87789
H 3.90612 -2.52587 4.50929
H 0.13169 -0.70074 1.98726
H 5.41093 -1.04672 4.95381
H 6.84176 0.85940 5.63741
H 6.19144 3.16932 4.94729
H 4.12903 3.46820 3.57711
Cl 2.65644 1.48021 -2.87213
C 1.47051 2.34050 -1.96969
C 1.19443 1.92712 -0.66191
C 0.19200 2.61714 0.02002
Cl -0.19333 2.10160 1.62652
C -0.46999 3.70952 -0.52927
Cl -1.68971 4.52240 0.36744
C -0.15398 4.11862 -1.82006
Cl -0.97169 5.45314 -2.52278
C 0.81268 3.42306 -2.54407
Cl 1.18112 3.90021 -4.14978
C 2.62430 -1.42519 -0.09768
C 1.59190 -0.35879 -0.38041
O 0.53860 -0.66562 -0.94678
N 1.99153 0.91754 -0.07451
Te -2.27710 -0.58593 -0.43260
C -4.09779 -1.57710 -0.05276
C -4.14383 -2.63237 0.85950
C -2.95657 -3.13679 1.64412
C -5.36175 -3.27074 1.08353
C -6.52337 -2.88305 0.43666
C -7.83043 -3.57601 0.69123
C -6.45162 -1.80996 -0.45032
C -5.26305 -1.14896 -0.70627
C -5.26660 0.00462 -1.67472
C -2.09297 -1.19545 -2.43539
C -1.93098 -2.54638 -2.73871
C -1.94181 -3.63336 -1.69661
C -1.73249 -2.90411 -4.06785
C -1.67791 -1.96046 -5.08352
C -1.42494 -2.35983 -6.50831
C -1.82857 -0.61885 -4.74261
C -2.02867 -0.21590 -3.43265
C -2.14678 1.25018 -3.13145
H 2.13734 -2.38936 0.02869
H 3.25509 -1.19702 0.75731
H 3.27223 -1.47913 -0.97536
H -2.06483 -2.52716 1.48301
H -2.71697 -4.16267 1.35945
H -3.18481 -3.13604 2.70987
H -5.39502 -4.09358 1.78920
H -7.71331 -4.39940 1.39332
H -8.24535 -3.97397 -0.23569
H -8.56348 -2.88036 1.10198
H -7.35360 -1.47357 -0.94899
H -6.27880 0.37363 -1.82436
H -4.87115 -0.30036 -2.64710
H -4.65373 0.83426 -1.31253
H -1.53000 -3.28209 -0.74818
H -1.34450 -4.47991 -2.02962
H -2.95791 -3.98894 -1.50886
H -1.59727 -3.95238 -4.30846
H -1.42411 -3.44237 -6.62280
H -0.45840 -1.98302 -6.84665
H -2.18515 -1.94577 -7.17140
H -1.77574 0.13619 -5.51873
H -1.91811 1.84141 -4.01613
H -1.45261 1.53782 -2.34040
H -3.15246 1.51698 -2.79909
C 5.11913 1.60931 -0.13041
C 4.41623 2.87214 0.25053
C 4.75998 4.16565 -0.12134
C 3.85639 5.03218 0.49838
C 2.97679 4.25290 1.24034
C 1.87520 4.73509 2.12990
N 3.31846 2.93934 1.06600
H 6.19914 1.73868 -0.04866
H 4.89636 1.34198 -1.16558
H 4.80672 0.77155 0.49379
H 5.58557 4.41911 -0.76840
H 3.81849 6.10924 0.44030
H 2.22859 5.55227 2.76093
H 1.49283 3.93963 2.76750
H 1.03691 5.12980 1.54857
*
```

## Properties
<S²>: 0.755
molecular weight: 1029.1 u
E_tot: -4615.9943 a.u.
HOMO energy (alpha / beta): -8.53 / -8.53 eV
max |F|: 1.76 eV/Å

---

Computed, not measured: a molecular structure, C42H41FeNO3P2S in a non-equilibrium geometry, with ωB97M-V/def2-TZVPD.

Structure (ORCA input):
```
! wB97M-V def2-TZVPD RIJCOSX def2/J DEFGRID3
* xyz 0 5
Fe 0.53196 0.07190 -1.03509
C 0.46358 -0.89743 2.26011
C 1.19626 -1.59773 1.38162
C 0.86378 -2.93761 0.79229
C 0.04979 -3.00097 -0.53156
C -0.94680 -1.88497 -0.74298
C -1.68230 -1.36185 0.26905
C -1.80157 -1.94202 1.63805
C -0.93742 -1.17341 2.67835
C -0.56120 0.90843 -2.53299
H 0.93129 -0.02237 2.71143
H 2.19024 -1.19460 1.12042
H 0.36151 -3.59424 1.51686
H 1.83572 -3.40649 0.56439
H 0.73656 -3.00736 -1.39071
H -0.43080 -3.99655 -0.58452
H -1.25509 -1.70893 -1.79045
H -2.25044 -0.44134 0.08491
H -1.59351 -3.02171 1.70444
H -2.85189 -1.87525 1.97982
H -1.46784 -0.23932 2.92193
H -0.91867 -1.70984 3.64082
H -0.49442 1.94083 -2.13876
H -1.58266 0.54009 -2.33938
H -0.30363 0.86827 -3.63010
P 5.19238 -4.86582 -6.24569
P 2.41878 -5.07428 -7.87073
C 4.19349 -6.37243 -6.19636
C 3.09988 -6.50906 -7.00596
C 6.91442 -5.51311 -6.43886
C 7.29371 -6.81657 -6.08519
C 8.63245 -7.22145 -6.19693
C 9.59204 -6.33686 -6.70838
C 9.20839 -5.05739 -7.13721
C 7.87498 -4.65482 -7.02224
C 5.06243 -4.40160 -4.46448
C 3.82401 -3.89111 -4.03164
C 3.64976 -3.54357 -2.69467
C 4.71496 -3.67435 -1.78936
C 5.95733 -4.14408 -2.23733
C 6.13859 -4.50920 -3.57561
C 2.11568 -5.96392 -9.49347
C 3.25282 -6.36129 -10.22665
C 3.11434 -7.18196 -11.34543
C 1.84178 -7.58959 -11.77119
C 0.70624 -7.14266 -11.08279
C 0.84032 -6.32967 -9.95122
C 0.70761 -4.94165 -7.20156
C -0.00162 -3.76029 -7.50211
C -1.34011 -3.64197 -7.13417
C -1.97445 -4.67861 -6.43708
C -1.24293 -5.82168 -6.08053
C 0.10561 -5.94834 -6.44248
H 4.47599 -7.12726 -5.44519
H 2.65594 -7.48895 -7.25269
H 6.54752 -7.52140 -5.72156
H 8.93372 -8.22564 -5.88180
H 10.64096 -6.63807 -6.76938
H 9.95202 -4.37155 -7.55499
H 7.57074 -3.67022 -7.37688
H 3.00769 -3.77533 -4.74913
H 2.68229 -3.16982 -2.36018
H 4.56716 -3.42336 -0.73730
H 6.78809 -4.23508 -1.54185
H 7.10020 -4.87920 -3.92996
H 4.25129 -6.06121 -9.90916
H 3.99829 -7.51818 -11.89162
H 1.73148 -8.24622 -12.63629
H -0.28891 -7.43199 -11.42105
H -0.05217 -6.01043 -9.41754
H 0.50919 -2.95743 -8.03263
H -1.88634 -2.73143 -7.38393
H -3.02403 -4.58057 -6.14979
H -1.72207 -6.61142 -5.50633
H 0.68842 -6.82242 -6.15179
O -3.56626 1.24955 2.27327
S -2.85771 2.29265 1.56888
O -3.60180 3.29206 0.85332
N -1.59192 1.66678 0.72272
C -0.36027 1.92820 1.19030
O 0.68329 1.39583 0.67411
C -0.42724 2.82619 2.38722
C 0.58750 3.34379 3.21417
C 0.22204 4.09141 4.35266
C -1.14041 4.33194 4.64253
C -2.13851 3.84370 3.78679
C -1.75066 3.06417 2.70222
H 1.62769 3.17946 2.92707
H 0.98221 4.52017 5.01550
H -1.45391 4.91807 5.51886
H -3.20145 4.05231 3.88531
*
```

## Properties
<S²>: 6.016
molecular weight: 757.7 u
E_tot: -4249.9642 a.u.
HOMO energy (alpha / beta): -7.78 / -7.78 eV
max |F|: 2.12 eV/Å

---

Computed, not measured: a molecular structure, C42H41MnNO3P2S in a non-equilibrium geometry, with ωB97M-V/def2-TZVPD.

Structure (ORCA input):
```
! wB97M-V def2-TZVPD RIJCOSX def2/J DEFGRID3
* xyz 0 6
Mn -1.37871 1.17802 3.42216
C -2.60337 -3.63950 2.83880
C -1.61821 -3.38686 1.97278
C -1.60893 -3.35069 0.47842
C -2.01960 -2.00424 -0.19467
C -3.36351 -1.47051 0.17127
C -4.33391 -2.08357 0.85404
C -4.51097 -3.54763 1.09559
C -4.01727 -4.00569 2.48960
C -2.08093 2.82173 2.32097
H -2.36244 -3.75102 3.90927
H -0.63011 -3.17856 2.39802
H -2.17508 -4.17203 0.02613
H -0.55940 -3.50000 0.17332
H -1.25134 -1.23388 0.00463
H -1.97171 -2.13691 -1.29197
H -3.50814 -0.42172 -0.10366
H -5.15625 -1.46403 1.21987
H -3.97256 -4.11660 0.32914
H -5.59925 -3.75002 1.04193
H -4.69425 -3.64363 3.27717
H -4.14494 -5.09899 2.53039
H -2.37678 3.74637 2.81844
H -2.87332 2.40675 1.67767
H -1.13335 2.98153 1.77377
P 3.70501 0.72877 -1.34088
P 1.98526 1.99227 -3.28080
C 3.27185 -0.29789 -2.75994
C 2.52272 0.32102 -3.70651
C 5.55836 0.60049 -1.44049
C 6.23092 -0.37324 -2.19821
C 7.63031 -0.42613 -2.20163
C 8.37249 0.51568 -1.48557
C 7.70941 1.52755 -0.77416
C 6.31451 1.58097 -0.76555
C 3.18914 -0.37656 0.02397
C 1.81741 -0.39251 0.34351
C 1.35941 -1.21319 1.36505
C 2.25411 -2.02776 2.07312
C 3.61383 -2.02244 1.73552
C 4.08702 -1.19850 0.71339
C 2.61059 2.84351 -4.83622
C 4.00588 2.95366 -5.01476
C 4.52471 3.54319 -6.16887
C 3.65985 4.03985 -7.15713
C 2.27471 3.93656 -6.98324
C 1.75312 3.34604 -5.82655
C 0.18840 1.87329 -3.63126
C -0.60922 2.97045 -3.24923
C -1.98364 2.94865 -3.47310
C -2.57819 1.82731 -4.07006
C -1.78665 0.74209 -4.45525
C -0.40824 0.75424 -4.22608
H 3.59675 -1.33859 -2.81193
H 2.27217 -0.09714 -4.68578
H 5.67400 -1.10042 -2.78949
H 8.14122 -1.21076 -2.76839
H 9.46342 0.47155 -1.48191
H 8.28367 2.27544 -0.22635
H 5.79285 2.37494 -0.22623
H 1.12321 0.23345 -0.22543
H 0.29694 -1.23316 1.62105
H 1.89747 -2.66462 2.88385
H 4.31288 -2.67028 2.26876
H 5.14805 -1.19181 0.44614
H 4.68357 2.55356 -4.25369
H 5.60557 3.61729 -6.30853
H 4.06294 4.50749 -8.05523
H 1.59312 4.30944 -7.75246
H 0.67006 3.26116 -5.70701
H -0.13706 3.84003 -2.78966
H -2.58937 3.80739 -3.18409
H -3.65670 1.80644 -4.23192
H -2.24104 -0.12349 -4.94221
H 0.19310 -0.10326 -4.52410
O -5.19841 -1.22475 3.26839
S -4.85998 0.07396 3.80215
O -5.41687 1.26434 3.22228
N -3.22563 0.27604 4.01031
C -2.77079 0.06606 5.26845
O -1.53945 0.35522 5.41983
C -3.84241 -0.31050 6.18034
C -3.80642 -0.63331 7.54546
C -5.01623 -0.80190 8.23374
C -6.25078 -0.70066 7.56411
C -6.27575 -0.43302 6.18609
C -5.07074 -0.16514 5.54626
H -2.82776 -0.73673 8.01684
H -5.01839 -1.01079 9.30854
H -7.19017 -0.84286 8.11102
H -7.20583 -0.39635 5.61864
*
```

## Properties
<S²>: 8.765
molecular weight: 756.7 u
E_tot: -4137.2726 a.u.
HOMO energy (alpha / beta): -7.33 / -7.33 eV
max |F|: 2.84 eV/Å